Computed, not measured: a 7-piece molecular cluster, C6H23NO6 overall, with wB97M-V/def2-TZVPD.

Structure (XYZ):
```
36
Properties=species:S:1:pos:R:3:forces:R:3
C -1.1452 -0.9537 -2.2035 2.201 -0.523 2.413
C 0.3519 -0.8044 -2.8428 0.545 -3.705 -0.236
C 1.5281 -0.2980 -2.0306 -2.936 -1.647 1.141
C 2.0298 0.9367 -2.2457 3.647 1.194 3.119
C 1.2297 -2.1432 -0.4965 -0.024 1.030 -1.766
C 1.9440 -1.0261 -0.8466 -0.431 2.682 -2.569
N -1.6219 0.3300 -1.6724 0.007 -1.189 -0.352
H -1.7729 -1.4048 -2.9574 -0.291 0.356 -0.248
H -1.1900 -1.6976 -1.2911 0.372 1.302 -1.908
H 0.2902 -0.2329 -3.7252 -0.398 0.968 -1.003
H 0.7393 -1.8647 -3.2840 -1.157 2.119 1.088
H 2.0076 1.6300 -3.0081 -1.123 0.893 -2.072
H 2.7676 1.3601 -1.4719 -1.123 -0.913 -0.920
H 1.7502 -2.7176 0.1130 1.868 -2.713 3.571
H 0.3617 -2.6673 -0.9093 0.403 1.072 -0.292
H 2.8520 -0.4770 -0.4646 -0.983 -1.740 0.755
H -2.0377 0.8019 -2.4217 -1.009 1.038 -1.262
H -0.8737 0.9399 -1.3848 0.358 -0.115 0.478
H -0.7695 -2.9337 1.6167 0.857 -0.979 0.252
H -1.3586 -1.7364 1.9295 -0.412 1.289 0.524
O -0.5378 -2.1748 2.1617 -0.581 -0.329 -0.973
H 0.9842 0.0659 3.5787 -0.367 0.948 1.418
H 0.8508 -0.8083 2.5012 0.137 -0.879 -0.447
O 1.5120 -0.1996 2.8420 0.263 -0.778 -0.712
H 2.0235 2.0958 1.5082 2.234 0.918 1.609
H 1.0329 0.9271 1.5667 0.279 -1.328 1.610
O 1.2850 1.7141 1.1319 -2.300 0.684 -3.602
H -2.7887 0.2879 0.1531 2.031 -0.794 1.062
H -2.9914 1.2013 1.1332 1.052 -0.075 1.384
O -2.3221 0.4772 1.0419 -2.889 0.795 -2.093
H -1.5203 1.2843 3.8791 1.156 -0.825 0.628
H -1.5336 0.1083 3.0541 0.626 -0.360 0.377
O -1.0200 0.4237 3.8280 -1.906 1.355 -0.916
H -1.2929 3.1932 -0.1398 2.249 2.154 2.493
H -0.1679 2.7367 0.7937 0.005 1.805 0.111
O -0.5963 3.6257 0.5632 -2.358 -3.709 -2.660
```
Forces are in eV/Å.

Output
energy above the lowest of the compared OMol25 structures with the same formula, charge and spin	4.497	eV
HOMO-LUMO gap (spin up / spin down)	8.1 / 5.1	eV
charge	+1
HOMO energy (spin up / spin down)	-13.20 / -13.20	eV
lowest unoccupied orbital energy (spin up / spin down)	-0.1865 / -0.2976	hartree
⟨S²⟩	0.793
strongest force on any atom	5.14	eV Å⁻¹
spin multiplicity	2



Computed, not measured: C6H24BF6NO10S2V as an isolated structure, with wB97M-V/def2-TZVPD.

Structure (XYZ):
```
51
Properties=species:S:1:pos:R:3:forces:R:3
V -0.8756 -0.2031 2.3806 1.171 -1.393 -3.607
B 0.1972 -0.8100 -0.8245 0.915 -0.687 -4.358
F -0.0750 -0.4442 0.4592 -1.432 1.865 6.027
F -0.4834 -0.0366 -1.6858 -1.082 1.009 -0.519
F 1.5374 -0.6441 -1.0337 1.165 -0.013 0.423
F -0.1912 -2.1019 -0.9551 -0.025 -1.702 0.310
N -2.5170 0.5674 1.5915 -3.005 -1.510 0.936
S -3.0911 1.6625 0.6274 3.176 9.293 -5.617
O -3.3718 2.9023 1.3584 0.295 -2.740 -0.887
O -3.9060 1.3438 -0.5018 0.234 -1.155 1.586
F -1.6992 2.0396 -0.1239 -0.552 -0.731 1.040
S -4.1989 0.3523 2.1101 -4.471 -4.088 5.791
O -5.2205 -0.2920 1.3269 2.587 0.537 -0.531
O -4.6931 1.2590 3.0905 1.200 1.026 -0.998
F -3.7561 -0.8071 3.1573 1.036 -0.446 -0.676
C -0.9962 -1.9979 -4.5151 0.283 -2.380 0.241
O -1.0271 -3.0676 -3.5439 0.311 -0.006 0.345
H 0.0447 -1.7572 -4.7311 -0.080 1.030 0.464
H -1.2310 -2.5794 -5.4067 -0.919 0.821 -0.352
H -1.7144 -1.2628 -4.1520 0.427 0.510 -0.831
H -0.4125 -2.8448 -2.8409 -0.095 0.000 0.090
C 1.8024 -2.2376 2.6735 1.150 -1.538 0.595
O 1.1500 -0.9867 2.7800 -2.084 1.569 -0.083
H 2.8524 -2.0640 2.9091 -0.013 -0.172 -0.145
H 1.3972 -2.9265 3.4147 -0.022 -0.003 0.036
H 1.7552 -2.7156 1.6950 -0.337 0.671 -0.206
H 1.6173 -0.4176 3.3959 0.382 0.001 0.094
C 1.2915 2.1207 1.7052 1.855 0.528 -2.034
O 0.0986 1.7219 2.3796 -0.537 -1.147 0.556
H 1.9699 2.6762 2.3527 -0.051 -0.512 0.410
H 1.7836 1.2975 1.1872 -0.056 -0.345 0.678
H 1.1100 2.8045 0.8760 -0.814 0.129 0.060
H -0.0731 2.4957 2.9212 -1.080 0.091 0.402
C 4.7212 1.1046 -0.7589 0.241 -0.349 -0.601
O 4.0673 0.0700 -0.0872 -0.724 -0.733 1.678
H 5.6160 1.4059 -0.2142 -0.206 0.195 0.131
H 5.0495 0.6347 -1.6860 0.117 0.819 -0.523
H 3.9983 1.9103 -0.8870 0.544 0.456 -0.408
H 3.1336 0.1346 -0.3011 0.035 -0.424 -0.265
C -2.4299 -2.4731 0.6407 -1.848 0.473 -1.503
O -1.6635 -2.2179 1.8542 0.655 1.021 -0.063
H -2.0231 -3.1464 -0.1138 0.923 -0.089 0.733
H -3.4172 -2.8722 0.8730 0.070 0.183 0.613
H -2.5740 -1.5449 0.0877 0.090 0.050 0.331
H -1.1869 -3.0421 1.9769 0.547 -0.109 0.541
C 1.0761 2.5067 -2.5120 1.093 0.286 -0.799
O 1.5953 3.7873 -2.1179 -0.282 -0.285 0.476
H 1.5634 1.7060 -1.9557 -0.321 0.100 0.553
H -0.0119 2.4529 -2.4733 0.145 0.045 0.126
H 1.4454 2.3078 -3.5180 -0.508 -0.099 -0.298
H 1.9664 4.2291 -2.8851 -0.102 -0.050 0.038
```
Forces are in eV/Å.

Output
HOMO-LUMO gap (spin up / spin down)	2.8 / 3.9	eV
charge	+1
HOMO energy (spin up / spin down)	-11.84 / -11.84	eV
lowest unoccupied orbital energy (spin up / spin down)	-0.3334 / -0.2907	hartree
⟨S²⟩	2.013
strongest force on any atom	11.31	eV Å⁻¹
spin multiplicity	3



Computed, not measured: C6H24Br2N12O6Y as an isolated structure, with wB97M-V/def2-TZVPD.

Structure (XYZ):
```
51
Properties=species:S:1:pos:R:3:forces:R:3
Y -19.3109 -7.0432 17.1246 0.034 0.328 -0.836
Br -17.9956 -4.7562 16.0332 0.166 -0.109 0.236
Br -20.1779 -8.6414 14.9256 -0.016 0.255 0.387
C -22.1110 -5.1171 15.9495 2.175 0.127 -1.225
O -21.0493 -5.6021 16.3725 -0.869 -0.880 -0.490
N -22.5358 -4.0031 16.5109 -1.436 1.366 0.977
N -22.7550 -5.4403 14.7929 0.570 -0.841 0.987
H -21.9592 -3.5953 17.2329 -0.352 0.107 -0.294
H -23.3474 -3.5635 16.1010 0.349 0.444 0.608
H -22.4669 -6.3304 14.4124 -0.346 0.080 -0.458
H -23.5678 -4.9072 14.5184 0.228 -0.608 -0.232
C -22.2516 -7.8355 18.9667 0.501 -0.163 -2.644
O -21.3935 -7.6317 18.1305 0.481 -0.001 -0.833
N -22.0002 -7.9889 20.2197 2.001 -0.080 4.959
N -23.5186 -7.9767 18.6770 -1.785 0.097 -0.833
H -22.6846 -8.2724 20.9063 0.306 0.050 -0.171
H -21.0363 -7.8847 20.5028 -0.437 -0.058 0.003
H -23.6989 -7.9626 17.6833 -0.848 -0.159 0.342
H -24.1285 -8.1328 19.4668 -0.654 -0.055 -1.078
C -20.0835 -4.6502 19.6739 2.473 -2.267 -3.568
O -19.9446 -5.5986 18.8613 -0.162 1.560 1.528
N -19.2497 -3.6552 19.8974 2.416 1.202 0.042
N -21.1237 -4.5008 20.3977 -4.105 -0.636 2.310
H -19.4389 -3.1916 20.7745 0.884 0.491 -0.488
H -18.3223 -3.6562 19.4974 -0.164 0.076 -0.012
H -21.0370 -3.8357 21.1528 -1.153 -0.479 -0.009
H -21.8097 -5.2361 20.3037 -0.259 0.392 0.615
C -18.7488 -9.7611 19.2920 1.500 1.048 -4.343
O -19.0112 -8.9355 18.4239 -1.643 0.736 0.090
N -18.7293 -9.5591 20.5394 -1.143 2.155 6.980
N -18.1825 -10.8663 18.9360 1.107 -3.174 -1.338
H -18.0876 -9.9851 21.1927 -0.252 -0.278 -0.399
H -19.1918 -8.7456 20.9196 0.204 -0.265 -0.300
H -18.0877 -10.9604 17.9348 0.233 -0.525 0.229
H -17.8561 -11.5269 19.6267 -0.136 -0.201 -0.671
C -16.7266 -6.4912 19.6481 -1.723 -0.556 -3.060
O -17.5067 -6.5971 18.7423 -1.762 0.634 -1.851
N -15.4849 -6.1480 19.5065 3.999 0.759 0.416
N -17.0115 -6.8964 20.8367 -0.549 -1.150 4.481
H -14.9742 -6.5205 20.2943 1.178 1.004 -0.653
H -15.1019 -5.4673 18.8661 -0.215 -0.421 0.057
H -16.2052 -6.9164 21.4446 -1.101 -0.048 0.929
H -17.9641 -7.0707 21.1237 0.666 -0.061 -0.068
C -16.0515 -8.3010 16.3311 -2.419 1.622 1.284
O -17.2550 -8.1472 16.5113 -1.172 -1.414 -0.296
N -15.3135 -7.2225 16.2862 2.889 1.609 -0.133
N -15.3789 -9.4406 16.3753 0.713 -2.635 -0.563
H -15.6892 -6.3817 16.7011 -0.354 0.066 -0.504
H -14.3450 -7.4323 16.4812 0.116 0.728 -0.123
H -15.8960 -10.2986 16.2466 -0.086 0.214 -0.082
H -14.4822 -9.4499 15.9106 -0.048 -0.085 0.093
```
Forces are in eV/Å.

Output
energy above the lowest of the compared OMol25 structures with the same formula, charge and spin	4.078	eV
HOMO-LUMO gap	7.1	eV
charge	+1
HOMO energy	-9.87	eV
lowest unoccupied orbital energy	-0.1019	hartree
strongest force on any atom	7.39	eV Å⁻¹



Computed, not measured: C6H24N12NiO6 as an isolated structure, with wB97M-V/def2-TZVPD.

Structure (XYZ):
```
49
Properties=species:S:1:pos:R:3:forces:R:3
Ni 0.1407 -0.2220 -0.2571 0.054 -1.093 0.617
C -1.8170 2.3073 -0.0870 2.218 -1.572 -0.393
O -1.0530 1.3475 -0.2511 -0.278 -0.235 -0.084
N -1.9180 3.0075 0.9927 0.534 0.649 3.926
N -2.4722 2.8191 -1.0533 -3.280 1.869 -4.527
H -2.5499 3.7842 1.1248 0.255 -0.118 -0.018
H -1.2023 2.8089 1.6771 -0.265 0.177 0.568
H -2.3938 2.5476 -2.0229 0.027 -0.397 0.377
H -3.0559 3.6219 -0.8666 0.108 -0.099 -0.296
C 2.4518 -2.3327 0.6531 1.777 -1.944 1.582
O 1.4714 -1.9517 0.1692 -6.188 3.801 -3.679
N 3.3210 -3.0114 -0.0134 3.622 -2.643 -4.181
N 2.6864 -2.3916 1.9199 0.906 0.503 4.651
H 3.0758 -3.2674 -0.9591 0.052 0.164 0.136
H 4.2248 -3.3447 0.2901 -0.346 0.332 0.264
H 3.1806 -3.2279 2.1965 -0.123 0.609 0.762
H 2.1253 -1.8327 2.5467 0.096 -0.440 0.045
C -1.8259 -1.8643 -2.0844 -1.227 1.398 -0.681
O -0.7401 -1.5761 -1.6653 3.358 0.614 1.558
N -2.1436 -1.6246 -3.3450 0.726 0.328 -2.587
N -2.8802 -2.1544 -1.3907 -2.243 -1.293 2.483
H -2.7994 -2.2187 -3.8320 0.356 0.349 -0.289
H -1.3516 -1.1530 -3.7578 -0.382 -0.443 -1.075
H -2.7870 -2.1078 -0.3861 -0.412 -0.216 0.017
H -3.7504 -1.9281 -1.8509 -0.049 -0.187 0.684
C -1.9012 -1.4637 1.9664 1.827 -2.670 -3.530
O -0.9826 -1.0409 1.3079 2.239 1.161 -0.973
N -2.6789 -0.7872 2.6810 -3.052 1.916 3.263
N -2.2816 -2.7468 1.7586 -0.743 -1.894 0.202
H -2.5025 0.1905 2.8627 -0.288 0.015 0.236
H -3.4005 -1.3774 3.0698 -0.428 1.257 0.688
H -1.6825 -3.3838 1.2532 0.154 0.317 0.225
H -2.9467 -3.1686 2.3908 0.162 -0.200 -0.175
C 1.9961 1.2177 -2.4688 -0.488 0.436 0.580
O 1.2409 0.6771 -1.6768 0.546 -1.293 0.403
N 3.1848 0.7825 -2.9607 0.718 -0.190 -0.618
N 1.6426 2.4309 -2.9104 0.601 1.289 -1.503
H 3.6155 1.3507 -3.6761 -0.097 -0.024 0.195
H 3.8590 0.1573 -2.5427 -0.845 -0.199 0.415
H 2.1916 2.7908 -3.6780 -0.341 0.460 0.203
H 0.7612 2.8818 -2.7105 0.072 -0.533 0.104
C 1.3834 1.6038 1.9282 -0.403 -0.743 -0.947
O 1.1020 0.6563 1.2185 0.110 -1.891 -1.552
N 1.5501 2.7969 1.4668 0.785 2.950 -2.262
N 1.4905 1.3932 3.1793 0.412 -0.657 4.768
H 1.7426 3.6312 2.0025 0.010 -0.270 -0.009
H 1.7609 2.7630 0.4796 -0.133 0.720 -0.084
H 1.0236 0.5523 3.4873 0.250 0.113 0.479
H 1.8946 2.0572 3.8242 -0.361 -0.182 0.036
```
Forces are in eV/Å.

Output
energy above the lowest of the compared OMol25 structures with the same formula, charge and spin	0.591	eV
HOMO-LUMO gap (spin up / spin down)	2.5 / 10.5	eV
charge	+1
HOMO energy (spin up / spin down)	-4.32 / -12.51	eV
lowest unoccupied orbital energy (spin up / spin down)	-0.0655 / -0.0725	hartree
⟨S²⟩	3.753
strongest force on any atom	8.14	eV Å⁻¹
spin multiplicity	4



Computed, not measured: a 6-piece molecular cluster, C6H24N12O6 overall, with wB97M-V/def2-TZVPD.

Structure (XYZ):
```
48
Properties=species:S:1:pos:R:3:forces:R:3
N 4.1120 2.7075 -0.4702 -1.014 0.367 0.557
C 3.0118 2.0544 -0.9546 3.845 -1.478 -3.056
N 2.5139 2.7730 -1.9952 -2.045 1.241 -0.052
O 2.9194 0.8451 -0.9849 -1.158 -0.832 1.622
H 3.9348 3.6963 -0.5231 1.193 0.133 1.056
H 4.7949 2.2012 0.0652 -0.284 0.524 0.481
H 2.9835 3.6403 -2.1819 -0.363 -0.107 -0.576
H 2.1041 2.2265 -2.7334 -0.002 0.271 0.025
N -2.1679 -2.2249 -4.4565 0.553 -1.009 -0.911
C -2.5421 -1.1738 -3.7260 0.452 0.361 1.186
N -3.8609 -1.0019 -3.6646 -1.072 0.317 -0.466
O -1.7884 -0.4466 -3.0734 0.319 -0.022 -0.710
H -1.1913 -2.4384 -4.5774 -0.078 0.148 0.066
H -2.8060 -2.5041 -5.1833 0.281 -0.223 -0.013
H -4.4810 -1.7511 -3.9198 -0.219 0.380 0.108
H -4.1645 -0.1333 -3.2618 -0.669 -0.428 0.163
N -0.8396 -1.7523 -0.4207 0.558 -0.621 -0.774
C -0.1157 -0.7056 0.0137 -1.333 0.376 1.688
N 0.0093 0.2027 -0.9527 0.332 0.592 -0.162
O 0.1548 -0.5298 1.2069 1.173 -0.299 0.172
H -1.0043 -2.5789 0.1220 -0.457 0.364 -0.062
H -1.2893 -1.4651 -1.2743 -0.804 -1.394 0.053
H 0.6174 0.9870 -0.7934 -0.103 -0.076 -0.326
H -0.4529 -0.0434 -1.8171 0.673 0.850 -0.217
N 1.8190 -3.6217 3.8283 -0.657 2.253 1.615
C 1.7467 -4.2812 2.6771 2.050 -3.596 0.052
N 1.2417 -3.6320 1.6296 -1.303 1.205 -0.846
O 2.2210 -5.4265 2.6034 -0.564 0.677 -0.270
H 2.3655 -3.9086 4.6204 -0.009 -0.459 -0.408
H 1.3962 -2.7087 3.8893 0.157 -0.052 0.100
H 0.8673 -4.1864 0.8769 0.286 -0.087 0.084
H 0.7380 -2.7776 1.8325 0.074 0.221 -0.414
N -3.8718 1.6855 0.4579 -0.847 1.598 1.779
C -3.5925 0.9038 -0.5447 1.985 -3.039 -1.107
N -3.3602 1.4948 -1.7280 -1.232 0.353 -0.039
O -3.3675 -0.2872 -0.3323 -0.297 -0.300 -0.530
H -3.6580 1.1867 1.3087 -0.727 0.847 0.482
H -4.3435 2.5561 0.2801 0.167 0.034 0.976
H -3.5208 2.4852 -1.6655 0.544 0.009 -1.287
H -3.0239 0.8804 -2.4598 0.656 0.919 0.055
N 1.6992 1.1751 3.0491 -0.027 -1.742 -1.593
C 2.1878 2.4206 3.1157 -2.710 -0.191 -0.976
N 2.1683 2.8520 4.3659 1.496 2.321 2.501
O 2.2587 3.1810 2.1562 0.993 -0.175 -0.175
H 1.3405 0.8657 2.1552 0.065 -0.356 -0.068
H 1.6990 0.4821 3.7759 0.141 0.368 0.119
H 1.9739 2.3029 5.1836 0.094 -0.090 -0.250
H 2.5634 3.7734 4.4811 -0.114 -0.151 0.348
```
Forces are in eV/Å.

Output
energy above the lowest of the compared OMol25 structures with the same formula, charge and spin	3.411	eV
HOMO-LUMO gap	9.1	eV
HOMO energy	-8.81	eV
SMILES	NC(N)=O.NC(N)=O.NC(N)=O.NC(N)=O.NC(N)=O.NC(N)=O
lowest unoccupied orbital energy	0.0123	hartree
strongest force on any atom	5.13	eV Å⁻¹